1.
The following is a DFT calculation (the ωB97M-V functional and the def2-TZVPD basis) of a molecular structure, C2H5N3S2.

XYZ file:
```
12
Properties=species:S:1:pos:R:3:nbo_charge:R:1
H 2.55737 -2.09694 1.00913 0.225
H -2.75355 0.92433 1.30792 0.376
H 0.41725 -0.59467 0.28156 0.209
S 3.16711 0.52653 -1.16351 0.965
N -3.44603 0.52644 0.72327 -0.945
C 1.37683 -0.43030 0.04922 -0.053
H -2.14864 1.33271 -1.11589 0.075
S -2.66187 0.18585 -0.78173 0.122
N 3.57209 -0.75175 -0.27558 -0.639
C 2.47529 -1.20106 0.37701 -0.055
N 1.66789 0.53376 -0.80855 -0.655
H -4.22375 1.04510 0.39713 0.376
```

E_HOMO   -9.4 eV
Orbital gap   9.889 eV
Energy above the lowest of the compared OMol25 structures with the same formula, charge and spin   225.0 kJ/mol
Molar mass   135.22 g/mol
LUMO   0.48 eV

=====

2.
The following is a DFT calculation (the ωB97M-V functional and the def2-TZVPD basis) of a molecular structure, C4H5B3F15O2Sn.

XYZ file:
```
30
Properties=species:S:1:pos:R:3:nbo_charge:R:1
F -1.80960 -3.94871 -0.15252 -0.302
C -1.24736 -3.47288 -1.25711 0.897
Sn 1.57198 0.48228 0.55920 1.810
F -1.01354 1.48343 4.31070 -0.559
B -0.27714 1.77766 3.16598 1.331
B 3.86713 2.41032 2.36211 1.306
F 2.62107 -1.20479 -3.61063 -0.547
F -0.03068 -3.88081 -1.35065 -0.279
O -2.18024 -1.39424 -2.04954 -0.455
C -3.48172 0.20310 -0.68298 -0.658
H -1.62417 0.64011 -1.81555 0.210
H -4.30848 -0.50448 -0.62056 0.218
B 2.32181 -0.70812 -2.35578 1.311
F 3.75343 1.40700 3.31890 -0.559
F 3.04985 0.39851 -2.19895 -0.550
F -0.11964 3.15244 3.05141 -0.554
F 2.60366 2.79798 2.06290 -0.563
H -3.93721 1.19302 -0.65685 0.233
F 2.60850 -1.64348 -1.30150 -0.579
F -0.94874 1.27267 2.00918 -0.594
C -1.28714 -1.96845 -1.18606 0.729
F 0.96988 1.20974 3.22540 -0.564
C -2.49574 -0.01441 -1.80610 -0.084
F 4.58158 2.11195 1.18699 -0.564
O -0.56338 -1.33340 -0.35764 -0.618
F -1.84792 -4.02334 -2.30419 -0.304
H -3.06924 0.32610 -2.66822 0.197
F 1.02401 -0.28051 -2.17890 -0.578
F 4.36031 3.52178 2.98890 -0.563
H -3.09125 -0.01033 0.31205 0.234
```

E_HOMO   -8.8 eV
Charge   -1
Orbital gap   8.054 eV
Energy above the lowest of the compared OMol25 structures with the same formula, charge and spin   212.3 kJ/mol
Molar mass   521.20 g/mol
LUMO   -0.74 eV

=====

3.
The following is a DFT calculation (the ωB97M-V functional and the def2-TZVPD basis) of a molecular structure, C22H17AuN6.

XYZ file:
```
46
Properties=species:S:1:pos:R:3:nbo_charge:R:1
C 1.86805 1.81201 0.88749 0.426
H -2.63056 -0.76861 -2.25135 0.229
H -0.41224 -2.74643 -3.25805 0.239
C -2.50861 -3.57234 -0.09402 -0.192
C 3.04689 0.73203 -0.87008 0.368
C -4.41002 -4.16298 -1.51569 0.207
C 5.57978 3.48051 2.07094 -0.124
C 3.20679 3.26556 2.41634 -0.121
C 4.42258 3.79681 2.78734 -0.178
C -3.85293 0.96225 0.91012 -0.185
H -4.15475 1.49706 1.80099 0.255
C -2.26695 -3.50465 -2.51812 -0.192
H -5.84996 0.43534 0.30657 0.260
C 5.52334 2.64222 0.97690 -0.244
C -4.79640 0.38184 0.06512 -0.103
C 3.13128 2.40558 1.31666 -0.166
C -0.48784 -2.68979 -1.09571 -0.122
H 1.45182 -2.02709 -1.78118 0.234
C -4.37230 -0.23767 -1.09301 -0.219
H 3.05907 0.09361 -1.74342 0.231
N 1.90565 0.93781 -0.24176 -0.620
H -2.67455 -3.72494 -3.49594 0.260
C -1.47735 1.57086 1.37818 0.130
C -2.51928 0.87804 0.58259 0.130
H -5.07533 -0.68004 -1.78552 0.264
H 6.41638 2.40193 0.41287 0.241
C -3.00973 -0.29695 -1.35669 0.086
C -3.03457 -3.76486 -1.37401 -0.025
H 4.48309 4.46466 3.63512 0.251
C -1.01293 -2.96046 -2.38187 -0.157
H 2.30252 3.50263 2.95805 0.255
N 0.77846 2.11473 1.51689 -0.298
H -3.10145 -3.83506 0.77169 0.257
H 5.01244 1.07721 -1.05769 0.449
H -0.81489 -2.91059 1.02866 0.233
N -0.29555 1.49685 0.92936 -0.364
H -1.72464 2.12898 2.27799 0.237
Au 0.10590 -0.01554 -0.59259 1.149
C 4.29312 2.11649 0.61146 0.225
N -5.53037 -4.39618 -1.61744 -0.196
C 0.78297 -2.05185 -0.92604 -0.437
H 1.27565 -2.19052 0.03401 0.240
H 6.53077 3.89895 2.37095 0.251
N -2.10615 0.22384 -0.53111 -0.517
N 4.18607 1.26977 -0.50788 -0.492
C -1.24327 -3.05106 0.04291 -0.156
```

E_HOMO (spin up / spin down)   -14.6 / -14.6 eV
Charge   +2
Orbital gap (spin up / spin down)   6.143 / 6.141 eV
Energy above the lowest of the compared OMol25 structures with the same formula, charge and spin   46.2 kJ/mol
Molar mass   562.39 g/mol
LUMO (spin up / spin down)   -8.43 / -8.43 eV

=====

4.
The following is a DFT calculation (the ωB97M-V functional and the def2-TZVPD basis) of a molecular structure, C14H18Cl3O5W.

XYZ file:
```
41
Properties=species:S:1:pos:R:3:lowdin_spin:R:1
H -2.86850 -2.28578 1.88855 0.001
H -1.97865 -3.13374 -0.29145 0.001
H 2.56368 -2.43149 -0.33489 0.003
C 2.13024 2.05217 5.14509 0.006
H 2.35810 -2.52069 -2.10923 0.001
H -2.56095 -1.20098 -1.45547 0.001
H -3.62132 -0.41704 0.66410 0.001
H -2.89963 0.53780 -1.64235 0.000
O -0.91264 0.05094 -1.22242 0.053
O -0.03325 -2.52271 0.17909 0.051
C -0.38427 -0.25233 -2.52400 0.005
C 3.38750 2.24893 4.56312 -0.031
H 0.90267 -4.17535 -0.68393 0.000
Cl -0.42354 1.13817 5.16166 -0.007
C -1.82144 -2.09627 1.63567 0.009
C 2.56070 1.33475 2.52430 -0.019
C -2.61499 -0.06237 0.42299 0.009
H 1.64802 -0.68852 -3.20408 0.000
C 1.85695 -2.28087 -1.16705 0.010
C 1.13702 -0.22481 -2.35181 0.008
O 1.48478 -0.88629 -1.11310 0.021
H -1.20996 -2.18920 2.54737 0.002
W 0.41295 -0.29848 0.64281 1.874
Cl 2.61051 0.85551 0.85468 0.029
O -1.61703 -0.74146 1.20342 0.018
H -1.17462 -4.07162 0.98669 0.000
H 4.56120 2.09474 2.74596 0.001
C -1.30442 -3.06531 0.57177 0.003
C -2.31995 -0.20025 -1.07250 0.003
C 0.61790 -3.14740 -0.93599 0.004
C 3.60188 1.90670 3.20543 0.007
H -0.74514 -1.23499 -2.85840 0.001
O 0.43191 0.44181 2.32193 -0.020
H -0.05362 -3.18073 -1.80488 0.001
C 1.29605 1.05678 3.09532 -0.008
H -0.70147 0.50410 -3.25348 0.000
Cl 4.67808 2.85323 5.47810 -0.023
H -2.52737 0.99500 0.71339 0.002
H 1.98208 2.36210 6.17130 0.001
H 1.48310 0.81516 -2.24647 0.001
C 1.08661 1.45360 4.44741 -0.016
```

E_HOMO (spin up / spin down)   -17.6 / -17.7 eV
Charge   +3
<S²>   2.083
Spin multiplicity   3
Orbital gap (spin up / spin down)   5.696 / 5.704 eV
Molar mass   556.49 g/mol
LUMO (spin up / spin down)   -11.88 / -11.97 eV

=====

5.
The following is a DFT calculation (the ωB97M-V functional and the def2-TZVPD basis) of 2 unconnected molecules or ions with the total composition C4H13NO.

XYZ file:
```
19
Properties=species:S:1:pos:R:3:lowdin_spin:R:1
N -0.23504 0.41819 3.12151 0.008
H 0.46685 -2.03831 -1.67805 0.002
H -0.90704 -3.02291 -1.07872 -0.001
H 0.35058 2.58376 0.01076 0.001
H -2.08098 -0.97215 -0.35690 0.030
H 0.78312 2.48872 -1.69544 0.003
H 0.17592 0.73416 3.97454 0.000
H 0.10719 -2.15553 0.06937 0.005
C 1.00504 2.09553 -0.69802 0.005
H 0.99433 0.20494 0.25479 0.059
H -1.12755 0.83449 2.92303 0.000
C 0.79545 0.57132 -0.77278 0.099
C -1.24390 -0.92662 -1.05274 0.086
O -0.58632 0.33594 -0.96858 0.610
H -1.62543 -0.77626 -2.08361 0.054
H -0.12523 -0.55911 3.02827 0.000
C -0.32221 -2.11803 -0.93304 0.009
H 1.49129 0.10411 -1.47055 0.030
H 2.08392 2.19778 -0.59383 -0.001
```

E_HOMO (spin up / spin down)   -13.2 / -13.1 eV
Charge   +1
<S²>   0.754
Spin multiplicity   2
Orbital gap (spin up / spin down)   10.275 / 4.325 eV
Energy above the lowest of the compared OMol25 structures with the same formula, charge and spin   163.7 kJ/mol
Molar mass   91.15 g/mol
LUMO (spin up / spin down)   -2.89 / -8.79 eV

=====

6.
The following is a DFT calculation (the ωB97M-V functional and the def2-TZVPD basis) of 2 unconnected molecules or ions with the total composition C16H19N2O3S.

XYZ file:
```
41
Properties=species:S:1:pos:R:3:nbo_charge:R:1
H -0.17706 1.72902 -3.22371 0.461
C 0.60760 2.73838 3.95093 0.701
H 1.27403 -1.32393 0.85162 0.209
N 0.98039 2.08852 5.22199 -0.570
H -3.40141 0.68457 -2.46311 0.205
O -1.04888 1.37573 -3.48557 -0.444
C 0.24766 0.61557 0.53268 -0.209
H 2.64065 1.37227 6.29132 0.251
C -1.16292 -2.85424 -3.22246 -0.196
H 2.70254 1.07154 4.53186 0.254
H -0.95118 2.45931 -0.03416 0.222
H -0.04407 -4.15771 -6.27240 0.235
H 3.00206 2.72112 5.18079 0.238
H 1.71335 -5.17385 -4.65386 0.227
C 0.58905 4.22575 3.84991 -0.739
N -0.19053 -3.00627 -0.83808 -0.581
C -0.05597 -3.97931 -5.17164 -0.224
H 0.77752 -3.16929 -0.52926 0.380
C 2.44770 1.79261 5.30600 -0.420
C -1.44703 -0.80905 -1.31772 -0.076
H 0.03242 4.65036 4.68875 0.255
C -1.13230 -3.14681 -4.63994 -0.198
C -0.39496 -1.59208 -0.62148 0.150
H 0.48098 1.19375 5.18734 0.466
H 0.93472 1.17893 1.23921 0.209
S -2.45888 -1.78330 -2.49160 0.253
O 0.33279 1.96030 3.08992 -0.439
O -2.03983 2.16511 -2.94049 -0.276
C 0.44772 -0.81712 0.30483 -0.277
H 1.61221 4.60841 3.85392 0.269
C -0.78088 1.36936 -0.16192 -0.262
H -1.90563 -2.71412 -5.31821 0.239
H 1.65261 -4.63902 -2.08789 0.220
C 0.91562 -4.51187 -4.23336 -0.198
H 0.10004 4.51618 2.92259 0.291
C -0.16162 -3.35235 -2.25579 0.154
C 0.89327 -4.22346 -2.79369 -0.256
C -2.73929 1.39665 -1.90960 -0.121
H -3.34578 2.05895 -1.24600 0.210
C -1.63492 0.61481 -1.10452 -0.056
H 0.68824 2.66656 6.01276 0.445
```

E_HOMO   -9.5 eV
Charge   +1
Orbital gap   5.398 eV
Molar mass   319.41 g/mol
LUMO   -4.13 eV